[1]
{"formula": "C36H53NO9P2RhS2", "method": "wB97M-V/def2-TZVPD", "elements": ["Rh", "C", "O", "C", "C", "C", "C", "C", "C", "N", "C", "C", "C", "C", "C", "C", "C", "O", "H", "H", "H", "H", "H", "H", "H", "H", "H", "H", "H", "H", "H", "C", "C", "O", "C", "C", "C", "C", "C", "C", "H", "H", "H", "H", "H", "H", "H", "H", "C", "C", "C", "O", "P", "S", "S", "O", "C", "C", "C", "H", "H", "H", "H", "H", "H", "H", "H", "H", "H", "H", "H", "H", "H", "C", "C", "C", "C", "O", "P", "O", "O", "O", "C", "C", "C", "C", "H", "H", "H", "H", "H", "H", "H", "H", "H", "H", "H", "H", "H", "H", "H", "H", "H", "H"], "positions_angstrom": [[0.250, -0.285, -0.577], [-0.652, -3.921, -4.879], [-1.422, -2.854, -4.338], [-2.139, -3.090, -3.217], [-2.003, -4.225, -2.425], [-2.830, -4.414, -1.330], [-3.793, -3.475, -0.996], [-3.912, -2.333, -1.763], [-3.088, -2.130, -2.860], [-3.364, -1.001, -3.683], [-2.629, -0.243, -4.466], [-1.238, -0.081, -4.593], [-0.781, 0.472, -5.816], [0.551, 0.620, -6.073], [1.476, 0.243, -5.080], [1.071, -0.241, -3.863], [-0.305, -0.388, -3.559], [-0.730, -0.732, -2.390], [-0.362, -3.604, -5.876], [-1.240, -4.837, -4.941], [0.243, -4.096, -4.278], [-1.257, -4.967, -2.670], [-2.714, -5.308, -0.731], [-4.433, -3.619, -0.137], [-4.645, -1.577, -1.506], [-4.356, -0.823, -3.756], [-3.235, 0.354, -5.143], [-1.514, 0.750, -6.564], [0.893, 1.021, -7.017], [2.536, 0.356, -5.273], [1.796, -0.502, -3.102], [3.826, -2.773, -0.932], [3.145, -1.718, -0.113], [2.308, -1.002, -0.665], [3.528, -1.505, 1.293], [4.641, -2.156, 1.832], [5.025, -1.909, 3.138], [4.297, -1.019, 3.917], [3.185, -0.375, 3.392], [2.800, -0.615, 2.085], [3.291, -2.897, -1.869], [3.869, -3.720, -0.395], [4.852, -2.466, -1.146], [5.219, -2.844, 1.231], [5.893, -2.407, 3.548], [4.596, -0.831, 4.940], [2.610, 0.305, 4.007], [1.920, -0.127, 1.686], [3.620, 5.900, -0.580], [2.231, 5.853, -1.178], [1.182, 6.562, -0.351], [1.811, 4.472, -1.448], [1.949, 3.193, -0.556], [3.609, 2.211, -0.611], [0.603, 1.931, -1.461], [1.416, 3.648, 0.854], [1.807, 3.051, 2.135], [2.890, 3.907, 2.748], [0.552, 2.961, 2.971], [3.961, 6.936, -0.556], [4.324, 5.317, -1.172], [3.622, 5.523, 0.444], [2.250, 6.275, -2.181], [1.153, 6.180, 0.668], [0.195, 6.446, -0.799], [1.420, 7.626, -0.317], [2.203, 2.054, 1.920], [2.534, 4.928, 2.903], [3.777, 3.927, 2.115], [3.175, 3.495, 3.717], [0.119, 3.953, 3.115], [0.792, 2.549, 3.952], [-0.177, 2.309, 2.496], [0.199, -2.661, 3.135], [-1.306, -2.769, 3.308], [-1.690, -2.649, 4.772], [-1.854, -4.042, 2.684], [-1.989, -1.645, 2.662], [-1.647, -1.011, 1.263], [-0.616, 0.135, 1.368], [-1.159, -1.994, 0.237], [-3.048, -0.422, 0.829], [-3.582, 0.907, 1.119], [-3.419, 1.230, 2.596], [-5.053, 0.799, 0.750], [-2.881, 1.927, 0.229], [0.688, -3.413, 3.756], [0.542, -1.680, 3.456], [0.490, -2.820, 2.096], [-1.282, -3.490, 5.334], [-2.774, -2.651, 4.880], [-1.299, -1.723, 5.194], [-1.410, -4.915, 3.165], [-1.617, -4.066, 1.619], [-2.936, -4.089, 2.809], [-3.971, 0.518, 3.211], [-3.806, 2.232, 2.791], [-2.370, 1.207, 2.890], [-5.505, -0.053, 1.256], [-5.170, 0.673, -0.328], [-5.581, 1.705, 1.048], [-1.892, 2.181, 0.605], [-3.479, 2.838, 0.172], [-2.779, 1.523, -0.782]], "forces_ev_per_a": [[-0.089, -0.049, 0.063], [0.040, 0.042, 0.051], [-0.155, -0.101, -0.121], [0.121, 0.003, 0.058], [-0.010, -0.006, -0.015], [0.029, 0.006, 0.015], [0.022, 0.018, 0.027], [-0.005, 0.020, -0.005], [-0.031, 0.018, 0.053], [-0.002, 0.002, -0.013], [-0.026, -0.032, -0.027], [-0.019, 0.093, -0.029], [0.013, 0.014, -0.005], [-0.004, -0.016, 0.031], [-0.008, 0.006, -0.017], [0.026, -0.020, -0.014], [-0.060, 0.049, 0.005], [0.152, -0.020, 0.006], [0.019, 0.018, 0.009], [-0.008, 0.000, -0.020], [-0.009, -0.020, 0.016], [-0.013, -0.003, 0.007], [-0.002, 0.003, 0.001], [0.004, 0.001, -0.001], [0.011, 0.001, 0.005], [-0.004, -0.013, -0.007], [0.007, 0.009, 0.001], [0.004, -0.002, -0.002], [0.001, 0.002, 0.001], [-0.003, -0.001, -0.001], [-0.002, -0.006, 0.012], [0.012, 0.013, -0.005], [0.169, 0.141, -0.094], [-0.268, -0.219, 0.103], [-0.012, -0.006, 0.042], [-0.030, 0.013, -0.018], [-0.003, 0.022, 0.031], [0.040, -0.022, 0.012], [-0.038, -0.031, -0.052], [0.011, -0.004, -0.024], [0.007, 0.000, -0.003], [-0.013, -0.004, -0.007], [-0.001, 0.005, 0.013], [-0.012, 0.003, 0.004], [-0.006, -0.003, 0.004], [0.002, 0.005, -0.003], [-0.010, 0.017, 0.011], [0.006, -0.009, -0.004], [0.007, 0.018, 0.009], [0.060, -0.030, -0.029], [-0.006, 0.009, -0.010], [-0.138, 0.016, 0.050], [-0.270, 0.018, -0.024], [0.151, -0.094, -0.009], [0.234, 0.165, -0.106], [0.075, 0.086, 0.077], [0.044, -0.155, -0.034], [0.023, -0.008, 0.017], [-0.017, 0.016, -0.018], [-0.004, 0.001, 0.007], [0.001, 0.008, -0.002], [-0.001, -0.004, -0.003], [0.016, 0.003, 0.000], [0.005, -0.012, 0.003], [0.004, -0.002, 0.000], [-0.004, 0.000, 0.005], [-0.059, 0.104, 0.018], [-0.006, -0.003, -0.008], [0.004, -0.003, 0.003], [0.000, 0.002, 0.007], [0.010, -0.007, -0.005], [0.019, -0.007, 0.015], [-0.039, -0.032, -0.030], [-0.012, 0.004, 0.027], [-0.080, -0.055, -0.075], [-0.028, 0.015, 0.001], [0.048, -0.049, -0.014], [0.105, 0.127, 0.103], [0.024, -0.024, -0.038], [-0.110, -0.008, -0.054], [0.057, -0.084, 0.057], [0.010, -0.008, -0.053], [0.017, -0.004, 0.020], [-0.034, 0.030, 0.004], [0.001, -0.014, -0.013], [-0.024, 0.009, -0.006], [0.011, -0.015, -0.038], [0.031, 0.063, 0.024], [0.002, 0.011, -0.020], [0.000, 0.000, -0.002], [0.002, -0.004, -0.002], [-0.002, -0.003, -0.004], [-0.005, 0.002, 0.009], [-0.014, 0.002, 0.010], [0.001, 0.004, 0.011], [0.010, -0.007, -0.008], [-0.011, -0.011, 0.004], [0.010, 0.012, -0.009], [-0.006, 0.011, 0.013], [0.005, -0.022, 0.002], [0.006, 0.009, -0.015], [0.032, -0.034, 0.012], [0.021, 0.016, 0.031], [-0.026, 0.005, -0.006]], "lowdin_spin": [2.487, 0.000, 0.001, 0.001, 0.000, 0.001, 0.000, 0.001, 0.000, 0.005, 0.003, 0.009, 0.005, 0.006, 0.003, 0.014, 0.011, 0.138, 0.000, 0.000, 0.000, 0.000, 0.000, 0.000, 0.000, 0.000, 0.000, 0.000, 0.000, 0.000, 0.001, 0.003, 0.012, 0.080, 0.002, 0.001, 0.000, 0.001, 0.000, 0.002, 0.000, 0.001, 0.000, 0.000, 0.000, 0.000, 0.000, 0.002, 0.002, 0.001, 0.000, 0.007, 0.020, 0.255, 0.652, 0.013, 0.001, 0.002, 0.000, 0.000, 0.001, 0.000, 0.000, 0.000, 0.000, 0.000, 0.000, 0.000, 0.002, 0.000, 0.000, 0.000, 0.000, 0.000, 0.000, 0.000, 0.001, 0.008, 0.013, 0.147, 0.066, 0.002, 0.001, 0.001, 0.000, 0.006, 0.000, 0.000, 0.000, 0.000, 0.000, 0.000, 0.000, 0.000, 0.000, 0.000, 0.000, 0.001, 0.000, 0.000, 0.000, 0.004, 0.000, 0.002], "largest_force_ev_per_a": 0.36, "e_homo_ha": [-0.3792, -0.3826], "orbital_gap_ev": [7.5, 5.4], "total_charge": 1, "s_squared": 6.016, "spin_multiplicity": 5, "energy_ev": -101365.3567}

[2]
{"formula": "C36H54BBiClN7O5SSi", "method": "wB97M-V/def2-TZVPD", "elements": ["Bi", "C", "C", "C", "C", "C", "N", "C", "C", "C", "C", "C", "C", "C", "N", "C", "C", "C", "N", "C", "C", "N", "C", "C", "C", "N", "H", "H", "H", "H", "H", "H", "H", "H", "H", "H", "H", "H", "H", "H", "H", "H", "H", "H", "N", "C", "C", "C", "O", "O", "H", "H", "H", "H", "H", "H", "Cl", "B", "C", "N", "H", "H", "H", "C", "C", "C", "C", "O", "Si", "S", "O", "C", "C", "C", "C", "O", "C", "C", "C", "C", "H", "H", "H", "H", "H", "H", "H", "H", "H", "H", "H", "H", "H", "H", "H", "H", "H", "H", "H", "H", "H", "H", "H", "H", "H", "H", "H"], "positions_angstrom": [[11.688, 11.368, 10.529], [17.616, 9.004, 4.497], [16.768, 9.425, 5.670], [16.512, 10.801, 5.780], [15.813, 11.362, 6.825], [15.377, 10.585, 7.960], [14.801, 11.018, 9.060], [14.511, 12.369, 9.134], [14.861, 13.174, 10.276], [14.543, 14.515, 10.328], [13.760, 15.145, 9.374], [13.314, 16.541, 9.387], [13.337, 14.389, 8.324], [13.613, 12.994, 8.228], [12.938, 12.192, 7.287], [12.945, 12.132, 5.928], [12.263, 10.983, 5.523], [11.819, 10.453, 6.727], [12.192, 11.167, 7.782], [15.690, 9.222, 7.830], [16.281, 8.627, 6.700], [15.365, 8.331, 8.869], [14.045, 8.040, 9.249], [14.141, 7.176, 10.303], [15.554, 6.968, 10.458], [16.241, 7.701, 9.604], [18.202, 9.845, 4.093], [18.291, 8.249, 4.846], [17.072, 8.555, 3.690], [16.955, 11.413, 4.974], [15.764, 12.430, 6.914], [15.423, 12.580, 11.005], [14.730, 14.927, 11.328], [12.718, 16.709, 10.257], [14.208, 17.254, 9.542], [12.851, 16.819, 8.484], [12.738, 14.800, 7.501], [13.606, 12.756, 5.320], [12.113, 10.643, 4.520], [11.192, 9.543, 6.819], [16.399, 7.515, 6.680], [13.217, 8.395, 8.652], [13.273, 6.781, 10.852], [16.016, 6.186, 11.091], [9.897, 11.406, 12.007], [8.980, 10.273, 11.894], [9.614, 8.950, 11.765], [10.211, 8.669, 10.387], [10.101, 7.536, 9.942], [10.753, 9.638, 9.707], [10.335, 11.638, 12.931], [9.352, 12.242, 11.763], [8.332, 10.434, 11.010], [8.243, 10.172, 12.698], [8.859, 8.160, 11.866], [10.499, 8.726, 12.417], [12.873, 9.778, 12.356], [7.153, 12.968, 9.904], [8.688, 12.870, 9.629], [9.865, 12.742, 9.571], [6.477, 12.338, 9.172], [6.771, 14.129, 9.861], [7.022, 12.583, 11.085], [7.885, 17.112, 12.317], [9.330, 16.729, 12.188], [10.265, 17.847, 12.530], [9.552, 16.181, 10.786], [9.481, 15.683, 13.126], [10.667, 14.644, 13.664], [11.920, 13.957, 12.220], [9.791, 13.422, 14.427], [8.483, 13.488, 15.041], [7.365, 13.456, 13.953], [8.400, 12.248, 15.902], [8.281, 14.775, 15.799], [11.516, 15.693, 14.752], [12.691, 15.362, 15.479], [13.807, 15.641, 14.520], [12.802, 16.267, 16.762], [12.788, 13.912, 15.921], [7.651, 17.890, 11.540], [7.566, 17.564, 13.257], [7.281, 16.202, 12.150], [10.337, 18.489, 11.676], [11.299, 17.415, 12.798], [9.896, 18.420, 13.350], [9.353, 17.003, 10.042], [8.863, 15.384, 10.605], [10.536, 15.823, 10.604], [7.622, 12.557, 13.386], [7.446, 14.300, 13.286], [6.340, 13.219, 14.366], [8.889, 11.416, 15.423], [7.331, 11.917, 15.987], [8.860, 12.428, 16.878], [8.204, 15.566, 15.106], [9.072, 15.027, 16.529], [7.326, 14.622, 16.237], [13.790, 16.697, 14.377], [13.662, 14.991, 13.707], [14.780, 15.387, 14.931], [12.821, 17.301, 16.408], [13.655, 16.014, 17.370], [11.900, 16.127, 17.340], [12.870, 13.312, 15.060], [11.910, 13.597, 16.476], [13.718, 13.814, 16.540]], "forces_ev_per_a": [[1.360, 0.323, 0.096], [0.034, 0.005, 0.569], [-0.242, 0.949, -0.294], [0.233, -0.115, -0.227], [0.502, -0.327, 0.530], [0.504, -0.127, -1.433], [-0.078, 1.588, 1.297], [-1.031, 0.006, 0.160], [0.293, -1.312, -1.738], [0.009, -0.815, 2.122], [0.417, -0.366, -0.850], [2.722, 1.705, 1.688], [-0.408, -2.212, -1.421], [0.778, 1.656, 0.851], [-1.058, -1.040, -1.243], [0.983, -0.331, -0.413], [0.570, 1.686, 0.636], [-1.092, -1.253, 0.522], [0.159, -0.014, -0.462], [0.573, -1.449, -1.312], [0.274, -0.060, 0.290], [-3.343, 0.182, 0.312], [1.721, 0.197, -0.506], [0.022, -0.401, 0.020], [-1.102, -0.809, 0.681], [1.229, -0.866, 0.439], [-0.234, -0.275, 0.211], [0.751, -0.514, 0.036], [-0.540, -0.197, -0.630], [-0.426, 0.050, 0.557], [-0.177, 0.411, -0.149], [-0.180, 0.738, 0.159], [0.085, 0.606, -0.631], [-0.872, 0.288, 0.454], [-1.107, -0.893, -0.327], [-0.841, 0.336, -0.944], [-0.001, 0.027, 0.516], [-0.439, 0.002, 0.483], [-0.025, -0.126, -0.126], [0.528, 0.833, 0.389], [-0.016, 1.061, 0.166], [0.058, 0.246, 0.338], [0.807, 0.090, -0.302], [-0.068, 1.010, -0.331], [-0.179, 0.723, 0.914], [-1.267, 0.127, 0.143], [1.611, -1.768, -0.627], [-0.724, -1.020, -0.198], [0.262, 0.294, -0.059], [-0.152, -0.014, 0.021], [-0.681, -0.697, -0.715], [0.501, -0.094, 0.130], [0.515, 0.207, 0.234], [0.245, 0.670, 0.392], [0.248, 0.215, 0.272], [-1.008, 0.460, 0.074], [-0.392, 0.461, -0.198], [-0.433, 0.677, 1.127], [3.213, -0.421, -0.381], [-3.322, 0.422, -0.297], [-0.128, -0.595, -0.519], [0.286, -0.039, -0.010], [0.092, 0.055, -0.521], [-1.275, 0.876, -1.108], [0.221, -0.947, 0.283], [1.910, -0.834, 0.079], [-0.553, 1.720, -0.737], [0.220, -1.018, 0.900], [-0.115, 1.278, 0.179], [0.018, -0.482, -0.025], [0.136, 0.677, -0.247], [0.046, 0.418, -0.915], [0.521, -1.871, 0.528], [-1.183, -0.222, 0.354], [0.899, -0.646, 0.762], [-1.343, -1.148, 0.147], [0.415, 0.128, 1.071], [1.007, 0.083, 1.705], [-0.939, -0.203, -1.735], [0.371, 0.658, 1.125], [-0.021, -0.780, 0.436], [0.454, -0.186, 0.294], [0.085, 0.566, -0.117], [0.294, 0.593, -0.534], [-1.488, 0.758, -0.482], [-0.161, 0.367, 0.826], [0.072, -0.710, 0.552], [-0.465, -0.533, -0.186], [0.907, -0.332, 0.112], [-0.244, 0.085, -0.370], [-0.330, 0.254, -0.017], [1.022, 0.806, -0.289], [0.429, -0.197, -0.241], [0.786, 0.444, 0.403], [-0.155, -0.194, -0.031], [-0.004, 1.027, -0.758], [-0.389, -0.354, -0.157], [-0.898, 0.317, 0.993], [0.080, 0.778, -1.000], [-0.159, -0.144, -1.561], [0.291, -0.022, 0.366], [0.168, 0.087, 0.296], [0.419, -0.002, 0.030], [-0.319, -0.012, 0.313], [0.168, -1.052, -1.032], [-0.084, -0.048, 0.266], [-0.836, -0.141, -0.444]], "lowdin_charge": [1.543, -0.089, -0.317, -0.093, -0.040, -0.278, 0.085, -0.314, -0.040, -0.109, -0.344, -0.064, 0.009, -0.207, -0.086, -0.075, -0.066, -0.161, 0.013, -0.166, 0.010, -0.137, -0.065, -0.114, -0.191, 0.059, 0.068, 0.054, 0.052, 0.099, 0.092, 0.117, 0.101, 0.051, 0.105, 0.054, 0.121, 0.122, 0.080, 0.120, 0.125, 0.109, 0.088, 0.085, -0.127, -0.265, -0.166, -0.665, 0.030, -0.305, 0.073, 0.037, 0.124, 0.116, 0.121, 0.075, -0.186, -0.441, -0.222, 0.000, -0.016, 0.003, 0.013, -0.043, -0.679, -0.024, -0.038, -0.183, -0.068, 0.358, -0.186, -0.632, -0.020, -0.034, -0.038, -0.176, -0.677, -0.067, -0.025, -0.046, 0.098, 0.079, 0.085, 0.070, 0.112, 0.070, 0.105, 0.050, 0.023, 0.053, 0.060, 0.104, 0.073, 0.092, 0.083, 0.054, 0.099, 0.075, 0.079, -0.011, 0.087, 0.075, 0.067, 0.066, 0.048, 0.080, 0.101], "largest_force_ev_per_a": 3.63, "e_homo_ha": -0.0601, "orbital_gap_ev": 5.7, "total_charge": -2, "e_above_lowest_ev": 1.631, "energy_ev": -96635.3007}